The following is a DFT calculation (ωB97M-V/def2-TZVPD) of C6H14N3Pb as an isolated structure at a distorted geometry.

Results
DFT total energy ... -593.78817 Ha
HOMO-LUMO gap ... 7.15 eV
Lowest unoccupied orbital energy ... -3.13 eV

The geometry in ORCA input format:
```
! RIJCOSX wB97M-V def2-TZVPD def2/J DEFGRID3
* xyz 1 1
C 0.489 -0.963 -3.099
Pb 1.909 0.310 -1.732
N 2.995 -0.055 0.664
H 2.519 1.889 -2.366
H 2.607 0.709 1.223
H 1.316 -1.388 -2.309
H 0.922 -0.679 -4.065
H -0.196 -0.197 -2.700
H -0.120 -1.865 -3.228
H 2.643 -0.927 1.089
H 4.008 -0.035 0.790
N -2.987 0.475 2.588
C -1.948 0.311 1.734
C -1.254 1.438 1.222
C -0.302 1.253 0.242
N 0.053 0.023 -0.220
C -0.600 -1.067 0.282
C -1.578 -0.973 1.257
H -3.270 1.396 2.899
H -3.523 -0.308 2.937
H -1.491 2.452 1.549
H 0.204 2.107 -0.221
H -0.311 -2.029 -0.142
H -2.084 -1.879 1.605
*
```

***

The following is a DFT calculation (ωB97M-V/def2-TZVPD) of C2H16O6 as an isolated structure at a distorted geometry.

Results
DFT total energy ... -536.87969 Ha
HOMO-LUMO gap ... 8.69 eV
Lowest unoccupied orbital energy ... -0.38 eV

The geometry in ORCA input format:
```
! RIJCOSX wB97M-V def2-TZVPD def2/J DEFGRID3
* xyz 0 1
C -1.508 -1.194 -1.220
O -0.182 -1.505 -0.973
H -2.152 -2.072 -1.259
H -2.043 -0.574 -0.501
H -1.609 -0.569 -2.108
H 0.102 -2.290 -1.448
C 0.397 -1.800 1.800
O -0.050 -2.486 0.632
H 0.807 -2.369 2.634
H 1.216 -1.102 1.628
H -0.441 -1.309 2.293
H -0.270 -1.889 -0.087
O 1.334 3.227 0.165
H 1.578 2.330 -0.062
H 1.125 3.639 -0.673
O 1.994 1.377 -0.432
H 1.994 1.327 -1.388
H 2.918 1.457 -0.196
O -0.147 0.562 0.061
H -0.139 -0.265 -0.420
H 0.772 0.724 0.276
O -1.986 1.697 0.792
H -1.121 1.659 0.385
H -2.589 1.425 0.101
*
```

***

The following is a DFT calculation (ωB97M-V/def2-TZVPD) of an isolated ion of composition C6H6IN2O and charge +1 at a distorted geometry.

Results
DFT total energy ... -714.27882 Ha
HOMO-LUMO gap ... 7.12 eV
Lowest unoccupied orbital energy ... -6.56 eV

The geometry in ORCA input format:
```
! RIJCOSX wB97M-V def2-TZVPD def2/J DEFGRID3
* xyz 1 1
C 0.296 -1.926 -0.138
C -1.585 -0.843 -1.127
C -0.436 1.024 -0.329
C 0.348 2.222 -0.543
C -0.248 0.319 1.036
C 0.815 -0.719 1.011
N -1.079 0.421 -1.253
N -0.775 -1.793 -0.790
O 1.301 2.347 0.133
I 2.737 -0.184 0.317
H 1.084 -2.379 -0.542
H -2.537 -1.077 -1.498
H 0.347 2.701 -1.512
H 0.017 1.091 1.816
H -1.185 -0.113 1.379
H 0.899 -1.091 2.041
*
```

***

The following is a DFT calculation (ωB97M-V/def2-TZVPD) of a 2-piece molecular cluster, H8N6 overall at a distorted geometry.

Results
DFT total energy ... -333.10996 Ha
HOMO-LUMO gap (alpha / beta) ... 8.70 / 7.75 eV
Lowest unoccupied orbital energy (alpha / beta) ... 1.15 / 1.13 eV

The geometry in ORCA input format:
```
! RIJCOSX wB97M-V def2-TZVPD def2/J DEFGRID3
* xyz 0 1
N 0.097 1.652 -1.802
N 0.875 -1.861 -0.328
N -0.993 0.239 1.596
N 0.681 1.024 -0.721
N 0.229 -1.340 0.807
N -0.726 -0.386 0.488
H -0.566 2.355 -1.648
H -0.097 0.958 -2.470
H 0.327 -2.599 -0.767
H 1.023 -1.062 -1.055
H -1.991 0.398 1.771
H -0.499 0.089 2.470
H 0.794 1.502 0.133
H 0.847 -0.968 1.525
*
```

***

The following is a DFT calculation (ωB97M-V/def2-TZVPD) of a 21-piece molecular cluster, C15H50Br2N4O20S3 overall at a distorted geometry.

Results
DFT total energy ... -8667.88299 Ha
HOMO-LUMO gap ... 7.05 eV
Lowest unoccupied orbital energy ... -0.79 eV

The geometry in ORCA input format:
```
! RIJCOSX wB97M-V def2-TZVPD def2/J DEFGRID3
* xyz 0 1
S -1.469 -3.235 -4.358
Br 5.238 4.194 -1.742
Br -4.116 0.519 5.357
N -1.254 -1.965 -1.915
N 0.937 -0.753 1.201
S -3.498 -1.384 -3.290
S -3.482 -0.690 -1.300
C -2.014 -2.335 -3.013
C -1.844 -1.178 -1.028
C 0.277 -0.477 0.160
C 3.119 2.794 -0.382
C 3.654 1.899 -2.503
C -2.684 0.991 2.895
C -3.016 -1.352 3.333
C 2.189 1.812 -0.138
C 2.661 0.948 -2.314
C -2.030 0.725 1.689
C -2.405 -1.631 2.078
C 3.911 2.874 -1.508
C -3.179 -0.016 3.738
C 1.954 0.857 -1.097
C -1.872 -0.566 1.291
N 0.961 -0.152 -0.986
N -1.137 -0.738 0.116
H 1.965 -0.692 1.230
H 3.250 3.588 0.326
H 4.209 2.061 -3.361
H -2.930 1.979 3.203
H -3.389 -2.199 3.926
H 1.604 1.818 0.747
H 2.506 0.295 -3.130
H -1.718 1.504 1.006
H -2.171 -2.644 1.756
H 0.578 -0.493 -1.867
O 3.087 1.740 -6.071
H 2.944 0.824 -5.667
H 3.520 1.621 -6.978
O -1.247 2.981 5.607
H -2.211 3.288 5.622
H -0.907 2.964 6.560
O 6.254 0.846 -1.008
H 5.884 -0.067 -0.774
H 6.089 1.010 -1.992
O -5.366 -3.901 3.506
H -6.018 -3.774 4.269
H -5.005 -4.845 3.553
O 0.693 -3.458 1.172
H 1.179 -3.781 0.346
H 0.864 -2.466 1.271
O 4.092 5.956 1.569
H 4.527 6.511 2.293
H 3.454 5.305 2.011
O 6.198 0.609 -3.819
H 5.813 -0.213 -4.266
H 6.498 1.250 -4.543
O -2.766 -4.256 -0.630
H -2.979 -5.094 -1.156
H -1.768 -4.099 -0.677
O -0.987 -4.025 4.801
H -1.853 -4.532 4.669
H -0.281 -4.449 4.214
O 0.794 0.156 3.809
H 0.333 1.056 3.764
H 0.773 -0.255 2.884
O -4.949 -2.642 6.404
H -4.883 -3.626 6.173
H -4.293 -2.449 7.150
O -1.594 4.507 1.168
H -1.989 5.265 1.709
H -0.896 4.894 0.545
O -3.417 3.145 -0.598
H -4.107 2.620 -0.076
H -2.776 3.566 0.061
O 3.757 -1.491 0.939
H 4.514 -2.092 0.639
H 4.158 -0.677 1.386
O -6.433 -2.316 -3.007
H -6.553 -1.653 -2.251
H -7.116 -3.053 -2.890
O -0.281 1.758 -3.744
H 0.453 2.375 -4.066
H -1.037 2.327 -3.388
O 0.180 2.697 3.290
H -0.312 3.138 2.524
H -0.381 2.798 4.126
O 0.154 -0.554 -4.919
H -0.080 0.321 -4.469
H -0.340 -0.597 -5.801
O 1.348 -2.705 -2.851
H 1.886 -3.133 -3.593
H 0.657 -2.098 -3.272
O 2.904 -0.913 -5.290
H 3.107 -1.891 -5.130
H 1.902 -0.785 -5.232
*
```

***

The following is a DFT calculation (ωB97M-V/def2-TZVPD) of an isolated ion of composition C4H12N3 and charge +1 at a distorted geometry.

Results
DFT total energy ... -323.53518 Ha
HOMO-LUMO gap ... 10.80 eV
Lowest unoccupied orbital energy ... -3.24 eV

The geometry in ORCA input format:
```
! RIJCOSX wB97M-V def2-TZVPD def2/J DEFGRID3
* xyz 1 1
C -2.693 0.048 0.279
C 2.795 -0.868 0.112
C 2.081 0.415 -0.240
C 0.506 0.301 -0.644
N -3.905 -0.212 -0.188
N -1.525 -0.599 0.253
N -0.405 0.217 0.639
H -2.570 0.993 0.795
H -4.504 0.581 -0.337
H 3.874 -0.481 0.326
H 2.652 -1.253 1.106
H 2.623 -1.561 -0.639
H 2.426 0.948 -1.166
H 2.368 1.101 0.519
H 0.217 1.126 -1.300
H 0.480 -0.747 -1.158
H -3.944 -1.115 -0.812
H 0.174 -0.177 1.396
H -0.650 1.282 1.057
*
```

***

The following is a DFT calculation (ωB97M-V/def2-TZVPD) of a 13-piece molecular cluster, C13H52N8O13 overall at a distorted geometry.

Results
DFT total energy ... -1942.38204 Ha
HOMO-LUMO gap ... 8.39 eV
Lowest unoccupied orbital energy ... 0.12 eV

The geometry in ORCA input format:
```
! RIJCOSX wB97M-V def2-TZVPD def2/J DEFGRID3
* xyz 0 1
C 2.268 0.722 2.750
O 2.844 2.049 2.462
N 1.051 0.577 3.108
N 2.838 -0.416 2.509
H 0.415 1.305 3.007
H 0.796 -0.365 3.470
H 3.845 -0.355 2.154
H 2.553 -1.323 2.848
C -2.192 0.008 -4.295
O -2.245 -0.642 -3.068
N -1.922 -0.605 -5.404
N -2.209 1.244 -4.364
H -1.872 -1.697 -5.218
H -2.005 -0.094 -6.290
H -2.205 1.843 -3.545
H -2.330 1.701 -5.242
C -1.579 2.764 3.835
O -1.349 3.651 4.832
N -2.624 2.062 3.811
N -0.814 2.618 2.771
H -3.358 2.207 4.494
H -2.860 1.234 3.227
H -0.142 3.406 2.691
H -1.156 2.148 1.985
C -2.341 2.699 -0.459
O -1.804 2.272 -1.682
N -1.725 3.546 0.321
N -3.518 2.424 -0.020
H -0.806 3.854 -0.073
H -2.125 3.994 1.114
H -3.980 1.583 -0.500
H -3.971 2.796 0.786
C 3.444 -0.645 -1.100
O 3.549 0.417 -2.056
H 3.299 -0.311 -0.081
H 4.268 -1.333 -1.182
H 2.443 -1.026 -1.331
H 3.562 -0.046 -2.866
C 2.504 -3.625 0.404
O 2.900 -3.372 1.748
H 1.679 -3.035 0.025
H 2.169 -4.594 0.221
H 3.385 -3.558 -0.265
H 3.873 -3.363 1.814
C -0.116 -2.688 3.308
O 0.405 -1.974 4.369
H -1.152 -2.652 3.188
H 0.065 -3.792 3.289
H 0.349 -2.228 2.435
H 0.250 -2.620 5.040
C 0.148 0.534 -0.212
O 0.539 -0.603 0.432
H -0.639 0.268 -0.891
H 0.981 0.963 -0.811
H -0.181 1.195 0.568
H 1.152 -0.451 1.183
C 1.143 1.431 -3.235
O 2.043 1.015 -4.237
H 0.121 1.873 -3.542
H 1.630 1.993 -2.461
H 0.851 0.389 -3.030
H 1.695 0.207 -4.676
C -1.455 -3.538 0.007
O -1.513 -2.294 -0.609
H -1.858 -3.492 0.968
H -0.399 -3.966 0.056
H -2.023 -4.238 -0.572
H -1.045 -1.722 -0.059
C 1.352 4.025 -0.277
O 0.319 4.740 -0.855
H 2.040 3.692 -1.047
H 1.039 3.169 0.359
H 1.972 4.520 0.504
H 0.425 5.665 -0.678
C 1.012 -3.428 -2.849
O 0.239 -2.260 -2.791
H 1.381 -3.458 -3.862
H 0.507 -4.291 -2.453
H 1.969 -3.193 -2.230
H -0.224 -2.191 -1.982
C -2.249 -0.462 1.629
O -3.447 -0.324 2.291
H -1.387 -0.107 2.261
H -2.397 0.014 0.672
H -2.081 -1.535 1.549
H -4.024 -0.932 1.900
*
```

***

The following is a DFT calculation (ωB97M-V/def2-TZVPD) of the molecule C4H8ClN at a distorted geometry.

Results
DFT total energy ... -672.06691 Ha
HOMO-LUMO gap ... 9.25 eV
Lowest unoccupied orbital energy ... 0.88 eV

The geometry in ORCA input format:
```
! RIJCOSX wB97M-V def2-TZVPD def2/J DEFGRID3
* xyz 0 1
C 1.197 1.188 0.609
C -1.639 0.698 -0.713
C -0.600 -1.344 0.196
C 0.733 0.351 -0.688
N -0.646 -0.119 -0.518
Cl -3.121 0.008 -0.428
H 0.257 1.507 1.004
H 1.564 0.480 1.319
H 0.415 -1.521 0.626
H -1.264 -1.446 1.064
H -0.847 -2.238 -0.443
H 0.761 0.988 -1.558
H 1.833 1.991 0.420
H 1.358 -0.543 -0.889
*
```

***

The following is a DFT calculation (ωB97M-V/def2-TZVPD) of a 3-piece molecular cluster, C29H58O14P2 overall at a distorted geometry.

Results
DFT total energy ... -2875.66472 Ha
HOMO-LUMO gap ... 8.26 eV
Lowest unoccupied orbital energy ... -1.81 eV

The geometry in ORCA input format:
```
! RIJCOSX wB97M-V def2-TZVPD def2/J DEFGRID3
* xyz 0 1
C 7.924 -1.240 1.069
C 7.540 -0.286 -0.202
C 6.212 0.546 0.152
C 4.971 0.257 -0.847
C 4.397 -1.200 -0.500
C 3.596 -1.909 -1.718
C 3.564 -3.486 -1.389
C 2.158 -4.211 -1.646
C 0.879 -3.413 -1.107
O -0.057 -3.322 -2.249
C -0.460 -1.980 -2.482
C -1.525 -1.354 -1.431
O -0.057 -1.315 -3.464
C 3.957 1.458 -0.418
C 2.942 1.568 -1.653
C 2.040 2.891 -1.779
O 0.681 2.563 -1.377
C 0.514 2.614 0.024
C -0.974 2.364 0.610
O 1.407 2.853 0.864
C 4.038 1.295 -2.819
O 3.998 1.651 -4.007
O 5.160 0.584 -2.265
H 7.589 -2.313 0.846
H 7.465 -0.858 2.040
H 9.063 -1.199 1.215
H 7.305 -1.000 -1.057
H 8.425 0.402 -0.411
H 5.831 0.304 1.210
H 6.436 1.672 0.154
H 3.804 -1.171 0.478
H 5.316 -1.874 -0.315
H 4.227 -1.765 -2.671
H 2.581 -1.442 -1.936
H 3.990 -3.656 -0.332
H 4.320 -3.986 -2.106
H 2.019 -4.548 -2.740
H 2.191 -5.198 -1.044
H 0.293 -3.980 -0.290
H 1.135 -2.398 -0.652
H -0.910 -0.954 -0.548
H -2.153 -0.547 -1.937
H -2.146 -2.252 -1.073
H 3.500 1.065 0.564
H 4.519 2.463 -0.345
H 2.193 0.719 -1.474
H 1.992 3.140 -2.903
H 2.460 3.790 -1.218
H -1.722 2.992 -0.002
H -1.246 1.258 0.651
H -0.979 2.755 1.683
O 0.036 -3.705 3.274
P -0.311 -4.237 4.667
O -1.632 -5.118 4.204
C -1.424 -6.394 3.614
C -0.964 -7.414 4.639
O -1.129 -2.866 5.132
C -0.752 -1.615 4.561
C -1.583 -1.283 3.335
O -0.580 -4.832 6.251
C 0.449 -4.564 7.211
C 0.559 -3.091 7.566
H -0.703 -6.312 2.792
H -2.378 -6.710 3.188
H 0.034 -7.169 5.014
H -0.925 -8.413 4.200
H -1.637 -7.431 5.500
H 0.315 -1.609 4.322
H -0.903 -0.848 5.325
H -1.689 -2.135 2.661
H -1.139 -0.452 2.781
H -2.597 -1.000 3.634
H 1.403 -4.943 6.834
H 0.197 -5.131 8.111
H 0.988 -2.522 6.737
H 1.212 -2.952 8.431
H -0.421 -2.664 7.792
O -5.069 3.405 -4.688
P -4.924 4.679 -3.852
O -3.781 4.106 -2.803
C -2.427 4.061 -3.233
C -1.822 5.451 -3.309
O -6.258 4.394 -2.895
C -7.339 3.614 -3.401
C -7.200 2.154 -3.000
O -4.791 6.185 -3.045
C -5.459 7.294 -3.659
C -6.973 7.174 -3.612
H -2.358 3.550 -4.201
H -1.876 3.464 -2.504
H -2.295 6.041 -4.100
H -0.753 5.396 -3.521
H -1.970 5.992 -2.371
H -7.420 3.725 -4.485
H -8.264 4.017 -2.979
H -6.186 1.777 -3.146
H -7.892 1.530 -3.569
H -7.421 2.036 -1.935
H -5.112 7.398 -4.691
H -5.154 8.190 -3.113
H -7.324 6.399 -4.299
H -7.443 8.114 -3.911
H -7.318 6.911 -2.609
*
```

***

The following is a DFT calculation (ωB97M-V/def2-TZVPD) of C43H33BrMoN12O5S2 as an isolated structure.

Results
DFT total energy ... -6130.17545 Ha
⟨S²⟩ ... 2.091
HOMO-LUMO gap (alpha / beta) ... 6.60 / 6.06 eV
Lowest unoccupied orbital energy (alpha / beta) ... -0.87 / -1.45 eV

The geometry in ORCA input format:
```
! RIJCOSX wB97M-V def2-TZVPD def2/J DEFGRID3
* xyz 0 3
Mo 0.125 -0.424 0.182
C -4.056 -1.713 -0.896
C -2.719 -1.507 -0.261
N -1.995 -0.424 -0.474
N -2.389 0.513 -1.263
C -1.540 1.662 -1.134
N -2.277 2.812 -1.561
S -0.828 1.758 0.547
C -2.171 -2.395 0.709
C -2.847 -3.536 1.173
C -2.285 -4.298 2.168
C -1.051 -3.931 2.705
C -0.421 -2.826 2.188
N -0.948 -2.074 1.206
H -4.218 -0.949 -1.652
H -4.124 -2.693 -1.374
H -4.864 -1.645 -0.161
H -3.142 2.879 -1.039
H -1.723 3.645 -1.399
H -3.809 -3.788 0.751
H -2.804 -5.174 2.537
H -0.581 -4.494 3.498
H 0.546 -2.516 2.554
Br 6.205 -2.389 -4.715
C 4.501 -2.132 -5.497
C 3.810 -3.223 -5.998
C 2.582 -3.020 -6.602
C 2.024 -1.749 -6.647
C 2.729 -0.657 -6.154
C 3.980 -0.850 -5.587
N 0.778 -1.649 -7.347
N -0.184 -1.012 -6.916
C -0.177 -0.385 -5.618
C -0.405 0.959 -5.563
C -0.481 1.612 -4.323
C -0.362 0.923 -3.147
O -0.347 1.603 -1.981
C -0.163 -0.487 -3.172
N -0.105 -1.196 -2.001
C -0.091 -2.511 -2.056
C -0.080 -3.242 -3.252
C -0.066 -2.561 -4.430
C -0.107 -1.152 -4.424
H 4.240 -4.213 -5.941
H 2.042 -3.847 -7.046
H 2.325 0.344 -6.224
H 4.545 -0.001 -5.230
H -0.524 1.518 -6.482
H -0.652 2.678 -4.268
H -0.090 -3.041 -1.111
H -0.074 -4.322 -3.215
H -0.055 -3.096 -5.370
S 2.032 -2.133 0.213
C 2.900 -1.126 1.345
N 4.204 -1.002 1.387
N 4.872 -1.602 0.444
C 6.251 -1.408 0.282
C 7.015 -0.782 1.261
C 8.365 -0.577 1.026
C 8.955 -0.990 -0.162
C 8.182 -1.623 -1.126
C 6.830 -1.833 -0.909
N 2.280 -0.340 2.279
N 1.055 -0.080 2.105
C 0.466 0.622 3.213
C -0.888 0.460 3.471
C -1.457 1.103 4.561
C -0.683 1.915 5.374
C 0.668 2.084 5.098
C 1.250 1.437 4.023
H 4.351 -2.093 -0.281
H 6.547 -0.451 2.176
H 8.963 -0.080 1.779
H 10.006 -0.811 -0.338
H 8.627 -1.937 -2.061
H 6.219 -2.301 -1.674
H -1.497 -0.160 2.829
H -2.512 0.972 4.764
H -1.132 2.424 6.217
H 1.272 2.732 5.719
H 2.295 1.573 3.788
O 2.320 2.181 0.884
C 2.541 1.485 -0.081
O 1.747 0.570 -0.582
C 3.896 1.525 -0.754
C 4.927 2.192 -0.104
C 6.209 2.187 -0.626
C 6.427 1.513 -1.812
C 5.418 0.848 -2.489
C 4.144 0.851 -1.945
N 7.789 1.479 -2.371
O 8.681 1.987 -1.724
O 7.950 0.906 -3.432
H 4.704 2.700 0.825
H 7.031 2.679 -0.128
H 5.656 0.321 -3.399
H 3.338 0.314 -2.428
*
```

***

Question: Number 8 is which compound?
Answer: C4H8ClN